ORCA calculation (wB97M-V/def2-TZVPD) on a molecular structure, C3H5NO2S in a non-equilibrium geometry.

Each line ends with the natural charge from an NBO analysis.
Geometry (Å):
C (1.128, 1.068, -0.383)  -0.155
C (0.055, -0.888, 0.770)  -0.665
C (0.748, -0.368, -0.476)  -0.168
N (-0.402, 0.123, -1.261)  -0.598
O (-1.664, 1.246, 0.759)  -0.929
O (-2.528, -0.852, -0.168)  -0.899
S (-1.415, -0.005, 0.108)  2.241
H (0.657, 1.671, 0.370)  0.232
H (1.657, 1.534, -1.194)  0.224
H (-0.118, -1.956, 0.766)  0.254
H (0.456, -0.541, 1.717)  0.242
H (1.427, -1.032, -1.009)  0.222

Forces on the atoms, in the same order (eV/Å):
-2.7669 -1.7007 -1.6886
-0.4104 0.3116 -0.0987
1.0642 -0.3599 0.2403
1.6092 1.7674 1.0665
0.0872 0.1279 0.1469
0.0618 -0.2713 -0.2546
0.4085 -0.0596 0.2926
0.0873 0.1867 0.2476
0.1666 0.0508 -0.1163
-0.0744 -0.1336 -0.0174
-0.1356 0.0248 0.1110
-0.0974 0.0558 0.0707

Energy relative to the best compared isomer or geometry (same formula, charge and spin): 366.5 kJ/mol
Calculated total energy: -19608.7122 eV
LUMO energy: -0.56 eV